C5H8O | the ωB97M-V functional and the def2-TZVPD basis

Output
ΔE to the lowest compared entry with this formula, charge and spin: 52.6 kcal per mole
Gap between HOMO and LUMO: 0.3776 Eh
Lowest unoccupied orbital energy: 1.185 eV

The geometry in ORCA input format:
```
! RIJCOSX wB97M-V def2-TZVPD def2/J DEFGRID3
* xyz 0 1
C -1.03 -0.98 -0.56
C -1.63 0.41 -0.44
C -0.18 0.19 -0.23
C 0.63 0.21 1.05
C 1.80 0.32 0.07
O 0.91 0.64 -1.03
H -0.96 -1.35 -1.57
H -1.19 -1.73 0.21
H -2.21 0.72 0.43
H -2.04 0.72 -1.39
H 0.56 -0.70 1.64
H 0.49 1.09 1.69
H 2.54 1.11 0.24
H 2.31 -0.63 -0.11
*
```

The net atomic charges from natural (NBO), expressed in e, are: number 1, C, carries -0.446; number 2, C, carries -0.439; number 3, C, carries 0.238; number 4, C, carries -0.438; number 5, C, carries -0.056; number 6, O, carries -0.506; number 7, H, carries 0.222; number 8, H, carries 0.208; number 9, H, carries 0.218; number 10, H, carries 0.231; number 11, H, carries 0.207; number 12, H, carries 0.210; number 13, H, carries 0.181; number 14, H, carries 0.169